Here is an isolated molecule of C13H20N4O2S at a distorted geometry from OMol25. Energies are from ωB97M-V/def2-TZVPD.

Geometry as XYZ:
```
40
C13H20N4O2S | OMol25 | ωB97M-V/def2-TZVPD
C 0.7601 -1.0978 2.9835
C 0.8450 -2.5782 2.6315
C 1.9971 -2.9074 1.6805
C 1.9497 -2.2179 0.3159
C 0.8344 -2.6833 -0.6071
S -0.8250 -2.0546 -0.1831
C -0.6130 -0.3782 -0.5489
N 0.4518 0.1324 -1.1525
C 0.1951 1.4545 -1.2325
C -1.0390 1.7539 -0.6700
C -1.5454 3.0886 -0.6128
O -2.5902 3.4881 -0.1417
N -0.6320 3.9645 -1.2050
C 0.6023 3.7179 -1.7776
O 1.2715 4.6103 -2.2455
N 1.0091 2.4008 -1.7755
C 2.2848 2.0276 -2.3436
N -1.5406 0.5478 -0.2231
C -2.8247 0.3287 0.3913
C -3.8675 -0.0849 -0.6419
H 0.5029 -0.4979 2.1136
H 1.7112 -0.7432 3.3754
H -0.0046 -0.9348 3.7395
H -0.1008 -2.9054 2.1981
H 0.9964 -3.1496 3.5504
H 2.9350 -2.6221 2.1640
H 2.0242 -3.9894 1.5260
H 2.8894 -2.4315 -0.2012
H 1.8886 -1.1364 0.4332
H 1.0201 -2.3458 -1.6255
H 0.7281 -3.7679 -0.5887
H -0.9056 4.9409 -1.2145
H 2.7482 2.9297 -2.7376
H 2.1336 1.2994 -3.1402
H 2.9167 1.5836 -1.5742
H -2.7091 -0.4543 1.1469
H -3.1209 1.2655 0.8675
H -3.5636 -1.0015 -1.1425
H -3.9923 0.7019 -1.3818
H -4.8207 -0.2538 -0.1502
```

Calculated values
Relative energy (zero: lowest compared OMol25 entry of this formula, charge and spin) = 0.226 eV
Molecular weight = 296.40 g mol⁻¹
Max |F| = 0.0271 Eh/bohr
Total energy = -1275.1445 a.u.
Total charge = 0
SMILES string = CCCCCSc1nc2c(c(=O)[nH]c(=O)n2C)n1CC

Here is what Mulliken gives for the atomic charges, in e: number 1, C, carries -1.012; number 2, C, carries -0.317; number 3, C, carries -0.762; number 4, C, carries -0.511; number 5, C, carries -0.656; number 6, S, carries -0.151; number 7, C, carries -0.195; number 8, N, carries -0.529; number 9, C, carries 1.027; number 10, C, carries 0.227; number 11, C, carries -0.125; number 12, O, carries -0.672; number 13, N, carries -0.050; number 14, C, carries 0.494; number 15, O, carries -0.662; number 16, N, carries -0.017; number 17, C, carries -1.029; number 18, N, carries 0.225; number 19, C, carries -0.840; number 20, C, carries -0.998; number 21, H, carries 0.132; number 22, H, carries 0.332; number 23, H, carries 0.352; number 24, H, carries 0.231; number 25, H, carries 0.347; number 26, H, carries 0.357; number 27, H, carries 0.313; number 28, H, carries 0.314; number 29, H, carries 0.231; number 30, H, carries 0.430; number 31, H, carries 0.473; number 32, H, carries 0.238; number 33, H, carries 0.403; number 34, H, carries 0.305; number 35, H, carries 0.294; number 36, H, carries 0.378; number 37, H, carries 0.419; number 38, H, carries 0.315; number 39, H, carries 0.306; number 40, H, carries 0.383

=====

Here is an isolated molecule of C26H34N4O4 at a distorted geometry from OMol25. Energies are from ωB97M-V/def2-TZVPD.

Geometry as XYZ:
```
68
C26H34N4O4 | OMol25 | ωB97M-V/def2-TZVPD
C 3.6253 2.1316 -0.0497
C 2.7292 1.3162 -0.5713
C 1.4648 1.7801 -1.2416
N 0.3471 0.8838 -1.0223
C -0.3156 0.1804 -1.9725
O -1.3969 -0.3375 -1.7339
C 0.3377 -0.0060 -3.3326
C 1.6076 -0.8690 -3.2931
C 1.2979 -2.2340 -2.6986
O 1.1546 -3.2317 -3.3619
N 1.2036 -2.2087 -1.3343
C 0.8161 -3.2609 -0.5362
C 0.5374 -4.6060 -0.8907
C 0.2132 -5.1873 0.3004
C -0.1829 -6.5707 0.6554
O 0.2932 -4.2728 1.2820
N 0.6675 -3.0778 0.7565
C -0.3524 1.0473 0.2668
C -1.3306 2.2112 0.0409
O -0.9777 3.3760 -0.0048
N -2.5906 1.8055 -0.1771
C -3.6412 2.7035 -0.6083
C -4.9388 2.4411 0.1750
C -5.7928 1.5922 -0.7632
C -5.5036 2.2086 -2.1283
C -3.9962 2.4684 -2.0939
C 0.6246 1.1940 1.4061
C 1.2047 0.0372 1.9194
C 2.1410 0.1146 2.9321
C 2.5157 1.3409 3.4654
C 3.5046 1.4184 4.5929
C 2.7861 1.3189 5.9400
C 1.9124 2.4879 2.9686
C 0.9792 2.4205 1.9507
H 4.5317 1.7660 0.3992
H 3.4829 3.1989 -0.0461
H 2.8954 0.2468 -0.5501
H 1.6434 1.8824 -2.3147
H 1.1870 2.7681 -0.8593
H -0.4063 -0.5071 -3.9556
H 0.5590 0.9617 -3.7874
H 2.3971 -0.3822 -2.7207
H 1.9580 -1.0242 -4.3147
H 1.3051 -1.3317 -0.8400
H 0.5752 -5.0328 -1.8683
H 0.5075 -6.9809 1.3906
H -0.1777 -7.1928 -0.2339
H -1.1797 -6.5738 1.0937
H -0.9219 0.1232 0.4184
H -2.7645 0.8191 -0.3130
H -3.2594 3.7120 -0.4336
H -4.7344 1.9518 1.1261
H -5.4419 3.3869 0.3771
H -6.8500 1.6182 -0.5043
H -5.4573 0.5542 -0.7454
H -6.0458 3.1502 -2.2279
H -5.7898 1.5585 -2.9533
H -3.4565 1.5891 -2.4500
H -3.7096 3.3137 -2.7170
H 0.9235 -0.9339 1.5329
H 2.5853 -0.7937 3.3128
H 4.0488 2.3638 4.5443
H 4.2260 0.6029 4.5094
H 2.2466 0.3773 6.0109
H 3.5001 1.3741 6.7586
H 2.0705 2.1310 6.0468
H 2.1799 3.4509 3.3801
H 0.5270 3.3259 1.5790
```

Calculated values
Relative energy (zero: lowest compared OMol25 entry of this formula, charge and spin) = 2.475 eV
Molecular weight = 466.58 g mol⁻¹
Max |F| = 0.0232 Eh/bohr
Total energy = -1531.1458 a.u.
Total charge = 0
SMILES string = C=CCN(C(=O)CCC(=O)Nc1cc(C)on1)[C@H](C(=O)NC1CCCC1)c1ccc(CC)cc1

Here is what Mulliken gives for the atomic charges, in e: number 1, C, carries -1.170; number 2, C, carries 0.458; number 3, C, carries -1.155; number 4, N, carries 0.447; number 5, C, carries 0.862; number 6, O, carries -0.620; number 7, C, carries -1.484; number 8, C, carries -0.459; number 9, C, carries 0.488; number 10, O, carries -0.657; number 11, N, carries 0.087; number 12, C, carries 0.232; number 13, C, carries -0.225; number 14, C, carries 0.305; number 15, C, carries -1.227; number 16, O, carries -0.299; number 17, N, carries -0.285; number 18, C, carries 0.293; number 19, C, carries -0.115; number 20, O, carries -0.775; number 21, N, carries -0.232; number 22, C, carries -0.210; number 23, C, carries -0.890; number 24, C, carries -0.592; number 25, C, carries -0.677; number 26, C, carries -0.574; number 27, C, carries -0.507; number 28, C, carries -0.477; number 29, C, carries -0.889; number 30, C, carries 1.128; number 31, C, carries -1.177; number 32, C, carries -1.163; number 33, C, carries -1.158; number 34, C, carries -0.282; number 35, H, carries 0.290; number 36, H, carries 0.317; number 37, H, carries 0.093; number 38, H, carries 0.706; number 39, H, carries 0.436; number 40, H, carries 0.496; number 41, H, carries 0.461; number 42, H, carries 0.223; number 43, H, carries 0.470; number 44, H, carries -0.224; number 45, H, carries 0.460; number 46, H, carries 0.316; number 47, H, carries 0.313; number 48, H, carries 0.308; number 49, H, carries 1.080; number 50, H, carries 0.420; number 51, H, carries 0.522; number 52, H, carries 0.364; number 53, H, carries 0.324; number 54, H, carries 0.375; number 55, H, carries 0.267; number 56, H, carries 0.277; number 57, H, carries 0.384; number 58, H, carries 0.098; number 59, H, carries 0.364; number 60, H, carries 0.715; number 61, H, carries 0.452; number 62, H, carries 0.359; number 63, H, carries 0.363; number 64, H, carries 0.332; number 65, H, carries 0.388; number 66, H, carries 0.326; number 67, H, carries 0.390; number 68, H, carries 0.535